The following is a DFT calculation (the ωB97M-V functional and the def2-TZVPD basis) of C24H27N6OPd as an isolated structure in a non-equilibrium geometry.

Element x y z (Å)
Pd (-0.7293, -0.2482, 0.3660)
C (-2.1238, 5.5728, 0.6958)
C (-3.2056, 4.9323, 1.2891)
C (-3.2359, 3.5584, 1.4017)
C (-2.1711, 2.7766, 0.9175)
C (-1.0974, 3.4319, 0.3210)
C (-1.0720, 4.8119, 0.2142)
N (-2.1951, 1.3651, 0.9919)
N (-3.1293, 0.8892, 1.6748)
C (-3.2418, -0.4625, 1.8024)
C (-4.3832, -0.9920, 2.4188)
C (-4.5070, -2.3561, 2.5725)
C (-3.5018, -3.1991, 2.1147)
C (-2.3658, -2.6785, 1.4905)
C (-2.2139, -1.3158, 1.3415)
H (-2.1060, 6.6504, 0.6074)
H (-4.0379, 5.5139, 1.6631)
H (-4.0780, 3.0611, 1.8544)
H (-0.2594, 2.8691, -0.0633)
H (-0.2237, 5.2963, -0.2521)
H (-5.1587, -0.3094, 2.7445)
H (-5.3840, -2.7677, 3.0529)
H (-3.5930, -4.2705, 2.2407)
H (-1.6074, -3.3710, 1.1464)
N (3.0602, -4.7857, 1.0912)
C (2.8687, -4.7112, -0.2468)
O (3.5585, -5.3064, -1.0461)
C (1.7400, -3.8344, -0.7347)
C (1.3744, -3.9751, -2.0708)
C (0.3384, -3.2095, -2.5735)
C (-0.2889, -2.3097, -1.7285)
N (0.0873, -2.1386, -0.4570)
C (1.0703, -2.8938, 0.0311)
H (3.7874, -5.4019, 1.4137)
H (2.4396, -4.3889, 1.7710)
H (1.9102, -4.6939, -2.6760)
H (0.0146, -3.3079, -3.6004)
H (-1.1333, -1.7205, -2.0680)
H (1.3212, -2.7162, 1.0711)
C (1.7342, 1.2771, 0.4935)
C (2.6070, 2.4709, -0.0099)
N (2.8770, 2.2855, -1.4237)
C (3.5849, 1.0320, -1.6422)
C (2.6998, -0.1630, -1.1490)
N (1.4381, 0.3822, -0.6382)
C (0.7580, 1.0945, -1.7306)
C (1.6430, 2.2994, -2.1858)
H (0.7958, 1.6274, 0.9422)
H (2.2668, 0.6940, 1.2456)
H (3.5551, 2.5012, 0.5265)
H (2.1065, 3.4290, 0.1349)
H (4.5317, 1.0639, -1.1038)
H (3.8037, 0.9363, -2.7055)
H (3.1890, -0.7188, -0.3477)
H (2.4810, -0.8554, -1.9635)
H (-0.2354, 1.4243, -1.3966)
H (0.6175, 0.3881, -2.5500)
H (1.1349, 3.2526, -2.0335)
H (1.8841, 2.2141, -3.2452)

relative energy (zero: lowest compared OMol25 entry of this formula, charge and spin)	35.2	kcal per mole
2S+1	3
E_tot	-39784.9329	eV
<S²>	2.01
highest occupied orbital energy (alpha / beta)	-10.4 / -11.2	eV
charge	+1
LUMO level (alpha / beta)	-0.1379 / -0.2001	hartree